Here is C38H41FHgN9O5Si as an isolated structure from the OMol25 dataset. Energies are from wB97M-V/def2-TZVPD.

The geometry in ORCA input format:
```
! RIJCOSX wB97M-V def2-TZVPD def2/J DEFGRID3
* xyz -2 2
Hg 0.103 0.322 0.754
C -0.817 3.273 1.700
Si -2.369 2.370 1.156
C -3.546 2.465 2.628
C -3.083 3.365 -0.274
N -2.023 0.740 0.671
C -3.003 -0.135 0.288
C -4.367 0.236 0.317
C -5.412 -0.620 0.018
C -5.163 -1.927 -0.347
C -3.839 -2.338 -0.446
C -2.794 -1.475 -0.181
O -1.485 -1.911 -0.327
C -1.257 -3.129 -0.931
C -0.470 -4.060 -0.268
C -0.160 -5.258 -0.897
C -0.636 -5.535 -2.172
C -1.422 -4.595 -2.825
C -1.734 -3.391 -2.212
H -1.048 3.920 2.549
H -0.410 3.877 0.888
H -0.025 2.604 2.038
H -3.725 3.510 2.894
H -3.072 1.974 3.482
H -4.512 1.988 2.459
H -3.174 4.421 -0.008
H -4.062 3.012 -0.603
H -2.396 3.290 -1.120
H -4.606 1.250 0.603
H -6.430 -0.254 0.081
H -5.967 -2.621 -0.557
H -3.621 -3.357 -0.734
H -0.100 -3.797 0.713
H 0.465 -5.978 -0.384
H -0.387 -6.469 -2.658
H -1.791 -4.793 -3.824
H -2.336 -2.648 -2.720
C 4.771 5.979 1.574
C 4.298 6.008 0.122
C 3.713 7.372 -0.212
C 3.263 7.419 -1.661
C 2.294 6.300 -1.923
C 1.302 6.449 -2.926
C 0.409 5.417 -3.116
F -0.549 5.569 -4.083
C 0.426 4.253 -2.389
C 1.420 4.080 -1.381
C 1.474 2.862 -0.647
O 0.575 1.969 -0.851
C 2.621 2.689 0.234
C 3.461 3.731 0.419
N 3.301 4.972 -0.144
C 2.346 5.145 -1.165
C 3.058 1.413 0.939
O 4.258 1.279 1.179
O 2.188 0.534 1.289
H 5.307 6.904 1.794
H 5.441 5.148 1.784
H 3.914 5.902 2.244
H 5.168 5.843 -0.535
H 4.463 8.139 -0.001
H 2.853 7.548 0.442
H 4.140 7.342 -2.317
H 2.787 8.379 -1.884
H 1.241 7.352 -3.520
H -0.290 3.464 -2.554
H 4.324 3.586 1.049
C 3.027 0.442 -2.211
N 1.992 -0.519 -1.829
C 2.634 -1.790 -1.514
N 3.395 -2.321 -2.663
C 4.394 -1.317 -3.035
N 3.799 -0.026 -3.379
C 2.859 -0.238 -4.479
N 1.807 -1.205 -4.151
C 1.095 -0.704 -2.958
C 2.461 -2.464 -3.782
H 3.707 0.593 -1.373
H 2.554 1.392 -2.459
H 1.872 -2.521 -1.240
H 3.307 -1.644 -0.667
H 4.962 -1.686 -3.896
H 5.077 -1.173 -2.194
H 3.411 -0.605 -5.350
H 2.393 0.717 -4.731
H 0.323 -1.427 -2.688
H 0.623 0.252 -3.189
H 3.010 -2.841 -4.652
H 1.695 -3.191 -3.506
O 0.181 -1.519 2.378
N 1.035 -1.739 3.310
C 1.182 -0.829 4.253
C 0.434 0.390 4.311
N -0.195 1.352 4.393
C 2.089 -1.110 5.323
N 2.801 -1.306 6.208
*
```

Calculated values
M   951.48 g/mol
Largest force on an atom   0.99 eV/A
Frontier orbital gap (alpha / beta)   3.9 / 6.8 eV
E_LUMO (alpha / beta)   0.15300 / 0.15298 Eh
HOMO level (alpha / beta)   0.2 / -2.7 eV

=====

Here is C17H25CeCl2F3N8 as an isolated structure from the OMol25 dataset. Energies are from wB97M-V/def2-TZVPD.

The geometry in ORCA input format:
```
! RIJCOSX wB97M-V def2-TZVPD def2/J DEFGRID3
* xyz 3 2
Ce -0.110 0.981 -0.309
N 2.477 0.714 0.027
C 3.149 0.384 -1.264
C 2.789 1.428 -2.287
N 1.326 1.444 -2.576
C 0.921 0.559 -3.712
C 0.069 -0.607 -3.283
N -1.125 -0.116 -2.547
H 2.688 0.003 0.725
H 2.911 1.555 0.408
H 4.231 0.324 -1.151
H 2.809 -0.604 -1.583
H 3.065 2.416 -1.912
H 3.362 1.276 -3.203
H 1.118 2.391 -2.870
H 0.368 1.170 -4.429
H 1.805 0.197 -4.239
H -0.216 -1.181 -4.166
H 0.622 -1.284 -2.630
H -1.676 0.464 -3.177
H -1.724 -0.910 -2.333
N -1.684 2.896 3.623
C -2.283 3.890 2.875
C -2.068 3.551 1.583
N -1.359 2.359 1.521
C -1.163 1.997 2.779
C -0.453 0.762 3.102
N 0.203 0.101 2.170
C 0.701 -1.032 2.794
C 0.348 -1.024 4.103
N -0.408 0.117 4.277
H -1.649 2.879 4.632
H -2.802 4.717 3.328
H -2.420 4.066 0.708
H 1.282 -1.778 2.280
H 0.553 -1.707 4.911
H -0.855 0.386 5.142
F -0.790 -6.476 -0.459
C -1.107 -5.795 0.643
F -0.306 -6.187 1.633
F -2.366 -6.062 0.975
C -0.914 -4.306 0.381
C 0.336 -3.844 -0.009
C 0.489 -2.496 -0.249
N -0.518 -1.614 -0.129
C -1.714 -2.076 0.250
C -1.958 -3.411 0.516
H 1.174 -4.520 -0.128
H 1.458 -2.111 -0.550
H -2.519 -1.353 0.350
H -2.943 -3.739 0.818
Cl -1.757 3.006 -1.792
C -0.649 4.397 -1.531
Cl 0.755 3.906 -0.537
H -1.185 5.173 -1.002
H -0.288 4.725 -2.498
*
```

Calculated values
M   609.46 g/mol
Largest force on an atom   0.80 eV/A
Frontier orbital gap (alpha / beta)   8.7 / 8.8 eV
E_LUMO (alpha / beta)   -0.31607 / -0.31368 Eh
HOMO level (alpha / beta)   -17.3 / -17.3 eV

=====

Here is one molecule with the formula CH3F3P2 from the OMol25 dataset. Energies are from wB97M-V/def2-TZVPD.

The geometry in ORCA input format:
```
! RIJCOSX wB97M-V def2-TZVPD def2/J DEFGRID3
* xyz 0 1
F 1.718 1.739 0.939
P 0.162 1.329 1.239
C 0.150 -0.357 0.383
F 0.402 -1.357 1.253
F 1.059 -0.526 -0.577
P -1.432 -0.864 -0.501
H -0.223 1.997 -0.086
H -0.757 -1.845 -1.100
H -1.080 -0.115 -1.551
*
```

Calculated values
M   133.98 g/mol
SMILES string   FPC(F)(F)P
Largest force on an atom   3.02 eV/A
Frontier orbital gap   10.2 eV
E_LUMO   0.00504 Eh
HOMO level   -10.1 eV

=====

Here is one molecule with the formula C3H6N2 from the OMol25 dataset. Energies are from wB97M-V/def2-TZVPD.

The geometry in ORCA input format:
```
! RIJCOSX wB97M-V def2-TZVPD def2/J DEFGRID3
* xyz 0 1
C -1.891 1.821 0.056
C -1.257 0.683 -0.034
N -0.669 -0.394 -0.156
N 0.648 -0.371 0.449
C 1.543 -1.224 -0.320
H -2.510 2.047 0.916
H -1.762 2.568 -0.719
H 0.507 -0.783 1.368
H 1.242 -2.280 -0.374
H 2.531 -1.152 0.143
H 1.617 -0.829 -1.337
*
```

Calculated values
M   70.09 g/mol
SMILES string   C=C=NNC
Largest force on an atom   0.79 eV/A
Frontier orbital gap   9.9 eV
E_LUMO   0.04001 Eh
HOMO level   -8.8 eV